Entry from the OMol25 dataset: a molecular structure, C30H24F5N2O3P2S3TaTe (ωB97M-V/def2-TZVPD).

Geometry (Å):
Ta  -2.221  3.503  -0.303
S  -2.523  -0.081  1.723
P  -0.348  -0.317  1.451
C  0.040  -0.303  -0.226
P  0.790  -1.635  -1.075
S  -1.081  -1.021  -1.546
C  2.157  -1.046  -2.033
C  1.938  -0.371  -3.231
C  3.017  0.203  -3.888
C  4.293  0.114  -3.346
C  4.504  -0.534  -2.135
C  3.435  -1.114  -1.467
C  0.908  -3.316  -0.565
C  2.054  -4.049  -0.872
C  2.133  -5.377  -0.474
C  1.082  -5.958  0.220
C  -0.071  -5.224  0.503
C  -0.165  -3.904  0.108
C  -0.022  -1.742  2.506
C  1.320  -2.143  2.561
C  1.678  -3.255  3.302
C  0.705  -3.965  4.003
C  -0.625  -3.577  3.944
C  -0.997  -2.472  3.188
C  0.789  0.950  2.195
C  0.637  1.478  3.512
C  1.575  2.376  4.009
C  2.619  2.802  3.209
C  2.748  2.311  1.919
C  1.839  1.393  1.405
H  0.939  -0.295  -3.641
H  2.862  0.716  -4.828
H  5.131  0.561  -3.867
H  5.499  -0.589  -1.710
H  3.595  -1.610  -0.514
H  2.870  -3.604  -1.427
H  3.014  -5.960  -0.720
H  1.150  -6.994  0.530
H  -0.903  -5.692  1.016
H  -1.068  -3.341  0.301
H  2.082  -1.583  2.025
H  2.713  -3.573  3.336
H  0.990  -4.824  4.600
H  -1.379  -4.135  4.484
H  -2.043  -2.197  3.143
H  -0.076  1.021  4.194
H  1.476  2.740  5.023
H  3.330  3.524  3.590
H  3.559  2.658  1.291
H  1.932  1.034  0.387
O  -3.855  3.787  -1.328
N  -4.085  3.583  -2.633
C  -5.309  3.892  -3.116
C  -5.566  3.704  -4.439
C  -4.549  3.206  -5.262
C  -3.320  2.892  -4.732
C  -3.079  3.069  -3.371
S  -1.601  2.647  -2.583
H  -6.013  4.282  -2.396
H  -6.543  3.951  -4.828
H  -4.733  3.066  -6.320
H  -2.518  2.501  -5.343
O  -3.264  1.017  -0.523
N  -3.547  0.461  0.457
F  -1.440  5.061  -0.868
Te  -1.278  3.066  2.440
F  0.223  3.913  1.740
F  -3.498  3.074  1.170
F  -0.763  4.149  3.862
F  -2.023  4.766  1.728
O  -1.120  2.332  0.534

As for the net charge: +2. The orbital gap is 6.52 eV. Its energy relative to the best compared isomer or geometry (same formula, charge and spin) is 110.3 kJ/mol. The maximum force is 2.6 eV/A. As for the total energy: -4193.9636 hartree.

Atomic partial charges in e from the natural (NBO) method, atoms 1 to 4: 2.411 0.167 1.411 -1.184